Computed, not measured: a structure of composition C22H30O2PbSi at a distorted geometry, with wB97M-V/def2-TZVPD.

```
56
Properties=species:S:1:pos:R:3
C 0.8590 2.6492 2.9606
C 0.9512 3.2807 1.6871
C -0.2692 3.0556 0.9916
H 1.7831 3.8936 1.3371
C -1.1188 2.2798 1.8335
C -0.4173 2.0157 3.0488
H -0.8311 1.5288 3.9322
H 1.5892 2.7068 3.7678
H -0.5464 3.4601 0.0179
H -2.1622 2.0348 1.6415
Pb 0.8861 0.3460 1.1034
C -1.5529 -2.3445 -2.3340
H -2.6108 -2.0696 -2.2470
H -1.2081 -2.3378 -3.3742
H -1.3282 -3.2846 -1.8187
Si -0.4208 -0.7632 -1.2231
C 1.3017 -0.6908 -1.9546
C 1.9869 0.5323 -2.1563
H 1.5311 1.4888 -1.8654
C 3.2605 0.5385 -2.7370
H 3.7772 1.4887 -2.8862
C 3.8611 -0.6599 -3.1351
H 4.8424 -0.6469 -3.6117
C 3.2023 -1.8759 -2.9171
H 3.6703 -2.8142 -3.2175
C 1.9418 -1.8971 -2.3139
H 1.4323 -2.8465 -2.1232
C -1.2978 0.7406 -1.8996
C -0.9690 1.2496 -3.1724
H -0.1502 0.8071 -3.7454
C -1.6981 2.3117 -3.7217
H -1.4303 2.6893 -4.7095
C -2.7636 2.8740 -3.0138
H -3.3337 3.6992 -3.4442
C -3.1079 2.3641 -1.7554
H -3.9434 2.7935 -1.2001
C -2.3961 1.2934 -1.2088
H -2.6992 0.8658 -0.2482
H -3.3726 -4.9425 -3.8447
H -2.9887 -4.3894 -3.5192
C -2.0993 -1.0427 2.4332
O -0.6661 -1.1218 2.4390
C -0.1549 -2.1773 3.2774
C 1.3635 -2.1906 3.2219
O 1.9085 -0.8565 3.0360
C 2.4804 -0.2243 4.2030
H -2.4228 -0.6336 1.4649
H -2.4371 -0.3817 3.2462
H -2.5290 -2.0486 2.5721
H -0.4968 -2.0108 4.3112
H -0.5459 -3.1428 2.9180
H 1.6957 -2.7843 2.3562
H 1.7620 -2.6302 4.1477
H 3.1232 0.5872 3.8418
H 1.6834 0.1917 4.8401
H 3.0749 -0.9587 4.7675
```

Calculated values
Charge: 0
Largest force on an atom (Eh/bohr): 0.0538
DFT total energy (a.u.): -1488.95946